#1
{"formula": "C5H15N3O", "method": "the ωB97M-V functional and the def2-TZVPD basis", "elements": ["C", "C", "O", "N", "N", "N", "H", "H", "H", "H", "H", "H", "H", "H", "H", "C", "C", "C", "H", "H", "H", "H", "H", "H"], "positions_angstrom": [[1.797, -1.415, -0.678], [0.321, -1.148, -0.448], [-0.436, -2.311, -0.573], [-0.171, -0.094, -1.352], [-1.641, -0.045, -1.113], [0.083, -0.455, -2.681], [2.348, -0.482, -0.611], [1.936, -1.841, -1.668], [2.150, -2.122, 0.067], [0.166, -0.712, 0.571], [-1.399, -1.962, -0.699], [-1.745, 0.285, -0.130], [-1.987, 0.717, -1.694], [-0.390, -1.322, -2.949], [-0.205, 0.301, -3.293], [-1.463, 1.401, 1.730], [-0.291, 0.948, 2.170], [1.023, 1.588, 1.868], [-1.516, 2.267, 1.087], [-2.399, 1.010, 2.098], [-0.265, 0.156, 2.910], [1.753, 0.834, 1.575], [1.400, 2.097, 2.754], [0.932, 2.307, 1.060]], "lowdin_charge": [-0.037, -0.498, -0.059, -0.229, 0.028, 0.026, 0.074, 0.070, 0.079, 0.107, 0.115, 0.041, 0.078, 0.086, 0.077, -0.047, -0.256, -0.103, 0.066, 0.060, 0.103, 0.063, 0.078, 0.077], "lumo_energy_ev": 0.99, "smiles": "C[C@H](O)N(N)N.C=CC", "gap_ha": 0.35302}


#2
{"formula": "C5H15N3O", "method": "the ωB97M-V functional and the def2-TZVPD basis", "elements": ["C", "C", "N", "C", "C", "O", "H", "H", "H", "H", "H", "H", "H", "H", "H", "C", "N", "N", "H", "H", "H", "H", "H", "H"], "positions_angstrom": [[-2.165, 1.266, -1.927], [-1.854, 0.288, -0.801], [-0.823, 0.821, 0.073], [-0.347, 0.170, 1.261], [-0.767, -1.272, 1.426], [0.120, 0.853, 2.157], [-2.895, 0.833, -2.612], [-1.262, 1.508, -2.489], [-2.582, 2.191, -1.523], [-2.771, 0.079, -0.241], [-1.487, -0.655, -1.210], [-0.837, 1.827, 0.185], [-1.835, -1.314, 1.635], [-0.554, -1.847, 0.530], [-0.221, -1.695, 2.266], [2.697, 0.352, 0.709], [1.552, -0.196, 0.015], [1.723, -1.474, -0.577], [2.416, 1.308, 1.134], [2.959, -0.316, 1.536], [3.585, 0.465, 0.060], [0.919, 0.452, -0.628], [2.568, -1.500, -1.157], [1.864, -2.146, 0.176]], "lowdin_charge": [-0.092, -0.278, -0.022, -0.549, -0.014, 0.019, 0.073, 0.073, 0.073, 0.111, 0.110, 0.132, 0.085, 0.058, 0.086, -0.117, -0.256, -0.010, 0.070, 0.082, 0.073, 0.154, 0.067, 0.071], "lumo_energy_ev": 0.97, "smiles": "CCNC(C)=O.CNN", "gap_ha": 0.34960}


#2 ends up most stable, edging out the next structure by 115.3 kJ/mol.